# 1
# C21H36F6N5O18S2

5 unconnected molecules or ions with the total composition C21H36F6N5O18S2 (ωB97M-V/def2-TZVPD, the OMol25 dataset).

CARTESIAN COORDINATES (ANGSTROEM)
H1 1.5168 -0.1341 2.6947
H2 3.9888 -0.3976 1.0179
C1 1.1425 2.7215 2.1987
O1 -6.2171 0.2122 -2.9833
H3 3.4726 4.8772 -4.4109
H4 3.0667 -2.7151 1.7085
H5 -5.6356 1.6673 -5.0573
O2 -4.3201 2.7293 -0.3661
O3 -6.2021 -1.2362 -4.5847
C2 6.3288 -6.2031 4.5018
C3 -5.0680 0.7497 -4.9238
O4 -2.9280 0.5894 -2.2469
H6 4.1879 0.7320 -1.5900
S1 -1.9317 0.0181 -1.3917
H7 -4.3559 -5.5749 0.2904
H8 -3.0132 -5.2724 1.4400
C4 -1.4250 2.4860 1.8199
H9 2.9918 4.9355 -2.6900
O5 0.7724 0.4827 2.5749
O6 5.1867 3.2791 -3.8898
H10 3.3938 -0.1928 -2.8488
N1 -2.1265 1.5547 0.8846
C5 4.1502 -2.5804 1.9423
H11 -3.2688 3.4502 2.6581
H12 5.9263 -7.1979 4.6612
H13 4.5957 -3.5113 2.3686
C6 1.2431 0.8848 -0.3507
C7 4.3337 -1.0639 0.1999
H14 -1.2844 1.8152 2.7037
C8 0.0664 1.8749 -0.1552
N2 -4.7186 -6.1562 2.2668
H15 -5.3780 0.8775 -1.3567
H16 -3.8651 1.4821 2.1397
F1 -1.9841 -1.7235 0.6320
C9 3.8063 5.0723 -3.3969
O7 -3.2020 5.5352 1.3620
O8 0.8632 4.0736 -1.5208
H17 2.1203 2.7816 1.6726
H18 2.2692 -1.5056 -0.5848
H19 4.2321 6.0690 -3.3160
O9 4.7970 -2.3290 0.6726
O10 -0.8306 -0.4029 -2.2033
C10 -4.0884 -5.2312 1.2857
H20 -4.4670 -4.2293 1.4630
O11 5.3503 4.1812 -1.9311
H21 -0.0042 3.7505 0.8138
H22 6.6519 -5.7603 5.4403
O12 -5.4445 0.8525 -0.3750
N3 4.8718 4.0940 -3.0463
H23 4.3296 -1.7721 2.6794
F2 -2.4323 -2.7210 -2.7071
F3 -3.8618 -1.5686 -0.5162
O13 -5.5054 -5.6779 3.0607
F4 -2.8745 -3.8481 -0.9539
H24 0.7972 -0.1305 -0.3057
O14 5.5453 -4.1768 3.7071
H25 -4.8668 0.2767 -5.8792
H26 1.3670 0.7666 -2.5957
C11 -0.0430 2.7071 1.2006
F5 -1.5450 3.9752 -1.1414
O15 -4.3970 -7.3237 2.1998
O16 1.0925 1.6936 3.1689
C12 3.2710 -1.1952 -0.9314
N4 5.2533 -5.3379 3.9456
C13 -4.4556 1.6516 0.0774
C14 3.2887 0.1167 -1.7902
O17 -0.4758 2.5123 -2.7319
C15 -1.3730 1.2265 -0.0852
C16 1.9885 0.9834 -1.7144
C17 -2.5354 -1.5658 -0.5887
C18 -3.4848 1.1023 1.1767
C19 -2.1324 -2.8361 -1.4349
C20 -2.1878 4.9960 1.6367
H27 1.9991 0.9260 0.4466
H28 2.3071 2.0433 -1.8273
H29 -1.7468 3.8699 3.4392
C21 -2.2069 3.6717 2.4471
H30 3.6325 -2.0107 -1.5892
S2 -0.2097 3.1423 -1.4913
F6 -0.8761 -3.1818 -1.2314
H31 1.0650 3.6733 2.7621
H32 -1.2290 5.4903 1.3273
H33 7.1391 -6.2241 3.7776
O18 4.1633 -5.8375 3.7654
H34 -3.5490 0.0010 1.2498
H35 5.2239 -0.5893 -0.2656
N5 -5.8972 -0.1738 -4.1013
H36 -4.1454 0.9338 -4.3802

Properties
E_HOMO = -11.7 eV
F_max = 3.8 eV/A
electronic energy = -3844.54324 hartree
Kohn-Sham gap = 0.2144 Ha
total charge = +1

These are the Mulliken partial charges, in e, on atoms 1 to 5:
1 H 0.32
2 H 0.23
3 C -1.05
4 O -0.67
5 H 0.29

***

# 2
# C21H36OsP2S

A molecular structure, C21H36OsP2S (ωB97M-V/def2-TZVPD, the OMol25 dataset).

CARTESIAN COORDINATES (ANGSTROEM)
H1 -1.3773 1.0242 3.7297
H2 2.4825 2.1246 2.2441
H3 -0.1582 4.0658 -3.6998
S1 -0.3199 -3.3485 0.3370
C1 -3.0454 3.2984 -0.7618
C2 -1.0823 -2.1928 -2.5536
H4 -1.1619 -1.3152 -3.2242
H5 2.6136 -1.3499 -1.8548
H6 0.2165 -1.6632 2.3805
H7 -2.0305 -2.3567 -2.0182
C3 -1.8925 1.8868 -2.5291
C4 -0.3609 4.4106 -1.5578
C5 -2.9004 2.9709 -2.2822
H8 0.2938 0.3155 -2.1019
P1 0.4685 0.8952 2.1100
C6 2.2120 -4.3016 1.2767
C7 -0.1054 0.1479 -1.1139
C8 0.0721 3.5154 -2.7676
H9 1.0982 3.1070 2.8407
H10 -1.9397 0.4086 2.1214
C9 -1.7763 3.0716 0.0085
C10 -1.2717 1.1052 2.6542
H11 0.4846 5.0890 -1.3726
H12 -3.8719 2.5890 -2.6109
H13 1.2033 -0.6845 3.3480
Os1 -0.5791 -0.4957 0.5915
H14 1.1812 3.3500 -2.7136
H15 0.4528 -6.7518 3.7568
H16 1.8211 1.8939 3.9055
H17 -2.6935 3.8866 -2.8643
C11 0.9530 -6.0559 3.0789
H18 2.6948 -3.6847 0.5253
C12 -0.6056 2.1708 -2.8542
H19 2.9382 -6.5500 3.7730
H20 -0.0145 1.5059 -3.5108
H21 -1.5498 2.1329 2.4229
C13 0.1832 -5.2741 2.2155
H22 -2.2987 0.8603 -2.6395
C14 2.3486 -5.9692 3.0534
H23 1.8088 0.4314 -0.0939
C15 0.9802 -0.8922 2.3192
H24 1.8913 -1.2463 1.8557
H25 -3.2820 4.3896 -0.6747
P2 0.2358 -1.8803 -1.3975
H26 -2.0063 2.6740 0.9833
H27 -0.8661 -3.0686 -3.1892
C16 0.8047 0.8222 -0.0309
H28 -0.9006 -5.3632 2.1773
H29 -1.2008 5.0659 -1.8629
C17 1.7222 -1.6233 -2.4644
C18 2.9715 -5.0861 2.1683
H30 0.1570 3.8840 0.5554
H31 0.7571 1.9084 -0.1125
H32 -1.1707 0.4894 -1.0350
H33 1.4917 -0.7961 -3.1787
H34 4.0609 -5.0356 2.1500
C19 -0.5732 3.6440 -0.2588
H35 -3.8606 2.6575 -0.3131
C20 0.8030 -4.3863 1.2939
C21 1.5587 2.1040 2.8504
H36 1.9352 -2.5248 -3.0846

Properties
E_HOMO (spin up / spin down) = -12.2 / -14.1 eV
energy relative to the best compared isomer or geometry (same formula, charge and spin) = 3.360 eV
F_max = 6.3 eV/A
<S²> = 6.0317
electronic energy = -1992.33178 hartree
Kohn-Sham gap (spin up / spin down) = 0.2182 / 0.2283 Ha
total charge = +2
2S+1 = 5

These are the Mulliken partial charges, in e, on atoms 1 to 5:
1 H 0.51
2 H 0.41
3 H 0.40
4 S -0.24
5 C -1.07

***

# 3
# C21H36OsP2Se

A molecular structure, C21H36OsP2Se (ωB97M-V/def2-TZVPD, the OMol25 dataset).

CARTESIAN COORDINATES (ANGSTROEM)
H1 -1.6637 -5.0475 1.8569
H2 1.2355 0.1841 -0.7939
H3 2.8435 0.6266 5.1529
C1 -1.0376 0.5001 5.5693
Se1 1.6787 2.5450 3.1740
C2 -0.2528 -0.4444 -4.8638
H4 0.3559 -4.1182 -0.8509
H5 -1.7266 -1.9142 2.8981
H6 -2.0124 -5.1477 0.0978
C3 1.7671 0.6008 5.3091
H7 -2.1207 0.4710 5.6741
H8 -2.0131 0.1819 -1.0001
H9 -0.1275 -1.9863 -3.2803
H10 -0.9287 -0.0805 0.4102
C4 -1.5498 -1.9394 -0.6543
H11 -3.0832 -4.1973 1.1966
C5 -1.3965 2.7365 1.7131
C6 1.1895 0.0276 6.4466
C7 0.5710 -3.4831 0.0187
H12 1.8187 -0.3581 7.2468
H13 2.1185 -1.4686 -2.5109
H14 -0.6508 -0.4013 7.4844
P1 -1.0203 -3.0248 0.8123
H15 0.6469 4.7097 1.1629
H16 1.9232 1.9644 -5.0461
H17 -1.7992 3.3090 0.8729
C8 2.0644 1.6516 -3.9996
H18 0.9707 2.7920 -2.4247
H19 -1.2545 2.3189 -3.0181
C9 -0.2091 0.0044 6.5872
C10 -0.8531 -2.2740 2.3310
C11 -0.4649 1.0875 4.4419
H20 1.0928 -2.5712 -0.3238
H21 0.1503 -2.0577 2.7070
C12 -1.1626 -0.4277 -0.6185
C13 0.9291 1.2449 4.3606
C14 0.7609 3.8760 0.4519
H22 -1.0919 1.4765 3.6410
H23 2.7505 -0.2332 -4.9336
H24 1.7913 3.8386 0.0773
P2 0.3577 2.3017 1.3237
C15 -2.0482 -4.5014 0.9817
C16 -0.5051 1.6441 -3.4340
H25 2.8762 2.2901 -3.6456
H26 -2.6424 -2.0773 -0.7700
H27 0.0816 3.9961 -0.4081
H28 1.2151 -4.0293 0.7236
H29 -1.9934 0.8245 -4.6687
H30 -1.9899 1.8242 1.8122
H31 3.5429 0.1808 -3.4194
H32 -0.7017 1.5491 -5.6060
H33 -1.3994 3.3163 2.6378
C17 -0.8993 0.9573 -4.7059
H34 0.5034 -0.4464 -5.6708
C18 2.5659 0.1887 -3.9286
H35 -1.1096 -2.4204 -1.5469
Os1 0.2106 0.3204 -2.1227
C19 0.8623 1.9379 -3.0932
C20 1.6201 -0.6878 -3.1059
H36 -1.0587 -1.1347 -5.1686
C21 0.2722 -1.0056 -3.5606

Properties
E_HOMO (spin up / spin down) = -12.2 / -13.2 eV
energy relative to the best compared isomer or geometry (same formula, charge and spin) = 0.000 eV
F_max = 6.3 eV/A
<S²> = 6.0263
electronic energy = -3995.73636 hartree
Kohn-Sham gap (spin up / spin down) = 0.2290 / 0.1497 Ha
total charge = +2
2S+1 = 5

These are the Mulliken partial charges, in e, on atoms 1 to 5:
1 H 0.40
2 H 0.02
3 H 0.46
4 C -0.84
5 Se 0.22

***

# 4
# C21H37AlCl2N4NaO16P2

A molecular structure, C21H37AlCl2N4NaO16P2 (ωB97M-V/def2-TZVPD, the OMol25 dataset).

CARTESIAN COORDINATES (ANGSTROEM)
O1 -8.6417 5.2135 3.3517
O2 -7.5234 3.1255 3.1996
O3 1.6250 1.7982 -0.2251
O4 6.5031 -0.7416 -3.1869
H1 -8.5117 2.7385 0.1648
O5 5.9318 1.0395 -4.6114
H2 -1.1918 3.7244 4.7472
N1 0.4901 1.0981 2.0487
C1 8.5258 0.3978 0.4299
C2 -8.8960 1.8941 0.7252
H3 2.7059 -5.3556 0.3383
O6 -6.3586 5.0180 3.9280
H4 -8.7189 -2.9145 -0.4399
H5 6.4076 -2.8220 -2.9757
H6 4.1460 0.8619 -6.3112
N2 -10.2095 1.3776 0.3028
H7 -1.3104 4.7144 3.4833
H8 -4.7987 1.2348 1.8781
H9 -5.8353 -0.8376 -1.6496
O7 0.3901 1.3540 3.2265
C3 7.0811 1.6808 -5.1732
H10 11.1666 0.0304 2.4896
O8 -1.1946 3.7920 3.7749
H11 2.0381 -3.4538 -1.1348
H12 7.6250 0.9816 0.2749
C4 9.3572 0.6480 1.5103
P1 5.8047 -0.5852 -4.6983
H13 -5.5781 -0.4004 2.1454
H14 2.5136 -0.0314 -0.7324
Cl1 -7.6775 4.3670 3.9595
O9 -11.0869 -0.1597 1.8970
C5 10.7485 -1.1224 0.7268
H15 9.1210 1.4326 2.2155
H16 6.7461 2.5235 -5.7766
O10 1.5660 1.6114 1.4544
H17 11.6226 -1.7535 0.8063
C6 -8.9735 -0.5899 0.6675
Cl2 -3.0878 1.6742 2.5415
C7 7.1316 -2.0079 -2.8899
H18 5.5319 1.1641 -7.3936
H19 7.7189 2.0528 -4.3720
H20 1.1575 -1.3800 -0.0648
C8 9.8529 -1.2865 -0.3182
H21 1.5483 -2.9473 3.6876
C9 -8.4916 -1.7746 1.5085
H22 4.3373 -0.0689 -7.8102
H23 -7.7485 0.6149 1.9521
Na1 -5.5785 -2.7506 -0.9460
C10 10.4919 -0.1318 1.6591
C11 4.8664 0.4025 -6.9838
H24 -9.1188 -0.7952 -0.3945
Al1 -4.5284 3.3483 3.6182
C12 -5.1275 0.2377 1.3774
H25 -10.1681 1.0697 -0.6646
O11 -7.8647 -4.0274 0.9747
H26 -9.1757 -1.9838 2.3342
O12 -0.2933 0.4412 1.4216
O13 5.6250 -0.6146 -6.3420
C13 2.1798 -4.2970 2.1315
N3 8.7560 -0.5484 -0.4781
C14 -10.2770 0.1599 1.0971
H27 7.5129 -1.9646 -1.8762
H28 -9.1076 2.2120 1.7426
P2 -6.3726 0.5288 0.0459
H29 7.9660 -2.1827 -3.5701
H30 3.4258 1.3435 -1.1826
O14 -8.0205 4.0732 5.3108
O15 -6.3661 -0.9583 -0.8599
H31 7.6535 1.0071 -5.8150
H32 2.0005 0.9104 -2.0638
H33 -7.5094 -1.5657 1.9289
H34 2.4572 -5.0943 2.8069
C15 2.3170 -4.4384 0.7613
C16 2.3861 1.0212 -1.0364
N4 1.3174 -2.0773 1.8503
C17 -8.0044 0.6072 0.8858
C18 1.9477 -3.3847 -0.0590
O16 4.4275 -1.0419 -4.3350
H35 -4.2568 -0.2376 0.9300
C19 -8.3674 -2.9954 0.6109
H36 -1.9026 3.1783 3.3635
C20 1.6752 -3.1012 2.6219
H37 10.0160 -2.0484 -1.0740
C21 1.4576 -2.2326 0.5361

Properties
E_HOMO = -10.9 eV
F_max = 7.5 eV/A
electronic energy = -4252.18346 hartree
Kohn-Sham gap = 0.2474 Ha
total charge = +1

These are the Mulliken partial charges, in e, on atoms 1 to 5:
1 O -0.62
2 O -0.60
3 O -0.16
4 O -0.12
5 H 0.39